No. 1
Molecular formula: C30H93O39P9
Method: DFT, ωB97M-V with the def2-TZVPD basis set

Geometry as XYZ:
```
171
C30H93O39P9, DFT ωB97M-V with the def2-TZVPD basis set
C -5.465 1.533 0.986
O -6.634 0.770 0.534
H -4.748 0.773 1.299
H -4.987 2.012 0.132
H -5.748 2.210 1.792
H -6.725 0.012 1.115
C 3.276 3.950 3.820
O 4.472 4.741 3.940
H 3.505 3.162 4.537
H 2.437 4.588 4.097
H 3.110 3.538 2.824
H 5.106 4.421 3.293
C -1.157 0.921 0.616
O -0.796 -0.435 0.468
H -0.544 1.245 1.457
H -0.910 1.504 -0.271
H -2.214 0.894 0.882
H 0.159 -0.489 0.386
C -3.574 -4.566 4.811
O -4.347 -3.929 3.786
P -4.531 -4.656 2.336
O -3.993 -6.005 2.227
O -3.955 -3.594 1.280
C -4.028 -2.186 1.556
O -6.134 -4.581 2.116
C -6.920 -5.402 2.938
H -4.212 -4.918 5.621
H -2.901 -3.889 5.338
H -2.954 -5.377 4.428
H -4.863 -1.843 0.944
H -3.024 -1.777 1.440
H -4.278 -1.913 2.581
H -7.487 -4.666 3.509
H -6.300 -5.970 3.630
H -7.573 -6.088 2.398
C -1.421 -3.116 -2.918
O -1.473 -2.015 -3.772
P -2.897 -1.437 -4.352
O -3.843 -2.428 -4.891
O -3.504 -0.510 -3.156
C -2.826 0.499 -2.530
O -2.392 -0.365 -5.432
C -1.778 -0.811 -6.593
H -0.573 -3.752 -3.172
H -2.360 -3.670 -2.916
H -1.223 -2.723 -1.921
H -3.182 1.427 -2.978
H -1.748 0.358 -2.455
H -3.201 0.528 -1.507
H -1.181 -1.696 -6.377
H -1.114 -0.085 -7.061
H -2.551 -1.066 -7.319
C 2.451 2.172 -0.939
O 3.040 1.501 0.137
P 3.175 -0.115 0.107
O 1.903 -0.868 0.235
O 3.938 -0.277 -1.305
C 5.365 -0.032 -1.375
O 4.339 -0.496 1.225
C 4.825 -1.833 1.243
H 2.200 1.460 -1.725
H 3.078 2.955 -1.365
H 1.482 2.590 -0.665
H 5.825 0.592 -0.609
H 5.502 0.625 -2.234
H 5.921 -0.953 -1.551
H 4.213 -2.549 0.694
H 4.881 -2.215 2.262
H 5.834 -1.840 0.829
C 5.325 -0.998 -4.881
O 5.167 0.381 -4.604
P 3.752 1.126 -4.887
O 3.551 2.359 -4.103
O 3.684 1.183 -6.515
C 4.413 2.058 -7.288
O 2.603 0.015 -4.626
C 1.216 0.179 -4.966
H 5.259 -1.556 -3.946
H 6.179 -1.265 -5.504
H 4.571 -1.323 -5.597
H 3.653 2.579 -7.871
H 4.977 1.491 -8.028
H 5.033 2.701 -6.663
H 1.066 1.156 -5.427
H 0.773 0.111 -3.973
H 0.741 -0.612 -5.547
C 2.459 -6.617 -1.099
O 2.084 -5.499 -1.812
P 2.697 -5.143 -3.314
O 2.313 -6.137 -4.357
O 2.118 -3.636 -3.642
C 2.320 -2.673 -2.586
O 4.346 -4.941 -3.107
C 5.111 -4.701 -4.272
H 1.719 -7.416 -1.117
H 2.625 -6.378 -0.048
H 3.396 -6.973 -1.528
H 3.101 -1.972 -2.880
H 2.609 -3.121 -1.635
H 1.403 -2.136 -2.343
H 5.465 -3.671 -4.323
H 4.526 -4.961 -5.154
H 6.029 -5.283 -4.350
C -1.340 5.770 -4.746
O -2.023 5.204 -3.641
P -1.266 4.012 -2.872
O -0.646 2.994 -3.697
O -0.269 4.835 -1.860
C 0.984 5.392 -2.307
O -2.433 3.496 -1.841
C -2.919 4.470 -0.975
H -2.014 5.607 -5.587
H -0.324 5.431 -4.951
H -1.233 6.843 -4.592
H 1.782 4.784 -1.881
H 1.045 6.402 -1.902
H 1.026 5.526 -3.388
H -2.411 5.431 -1.058
H -2.868 4.112 0.053
H -3.972 4.664 -1.183
C -0.116 6.708 5.104
O -0.263 5.575 4.270
P -1.603 5.150 3.431
O -2.835 4.820 4.204
O -1.711 6.368 2.340
C -2.442 7.565 2.596
O -1.035 3.951 2.467
C 0.186 4.194 1.667
H 0.773 6.678 5.734
H -0.922 6.756 5.836
H -0.058 7.557 4.424
H -3.016 7.546 3.522
H -3.138 7.857 1.810
H -1.682 8.337 2.716
H 0.047 4.007 0.602
H 1.051 3.605 1.972
H 0.661 5.169 1.776
C -2.368 0.714 4.233
O -1.380 0.337 5.210
P -0.091 1.255 5.445
O 0.694 0.933 6.665
O -0.727 2.769 5.389
C -1.424 3.297 6.507
O 0.795 1.128 4.074
C 1.652 0.072 3.859
H -3.136 1.383 4.621
H -2.668 -0.177 3.682
H -1.889 1.326 3.468
H -1.577 2.545 7.281
H -2.441 3.672 6.389
H -0.864 4.087 7.007
H 1.558 -0.672 4.650
H 2.698 0.350 3.726
H 1.326 -0.357 2.911
C 0.076 -3.971 0.331
O -0.234 -4.896 1.379
P 0.762 -5.138 2.681
O 2.095 -5.729 2.315
O -0.182 -6.008 3.671
C -0.806 -7.164 3.120
O 0.726 -3.659 3.397
C -0.535 -2.991 3.548
H -0.606 -3.128 0.444
H -0.085 -4.464 -0.628
H 1.105 -3.632 0.451
H -0.417 -7.471 2.149
H -1.875 -6.972 3.030
H -0.628 -7.967 3.836
H -0.691 -2.596 4.552
H -1.349 -3.672 3.296
H -0.581 -2.195 2.804
```

Calculated values
SMILES string ... COP(=O)(OC)OC.COP(=O)(OC)OC.COP(=O)(OC)OC.COP(=O)(OC)OC.COP(=O)(OC)OC.COP(=O)(OC)OC.COP(=O)(OC)OC.COP(=O)(OC)OC.COP(=O)(OC)OC.CO.CO.CO
HOMO level ... -10.10 eV
LUMO energy ... 0.007 Ha
Frontier orbital gap ... 10.2824 eV
Molecular weight ... 1356.80 u
Energy above the lowest of the compared OMol25 structures with the same formula, charge and spin ... 1.028 eV



No. 2
Molecular formula: C30H97N11O15
Method: DFT, ωB97M-V with the def2-TZVPD basis set

Geometry as XYZ:
```
153
C30H97N11O15, DFT ωB97M-V with the def2-TZVPD basis set
C 1.955 -1.913 -3.724
O 1.263 -1.097 -4.336
N 1.537 -2.640 -2.587
N 3.235 -2.284 -4.240
H 0.775 -2.168 -2.057
H 2.161 -3.266 -2.133
H 3.821 -2.799 -3.624
H 3.595 -1.941 -5.104
C -3.706 3.354 0.832
O -3.559 2.810 -0.292
N -4.739 4.322 1.006
N -2.984 3.123 2.022
H -5.357 4.471 0.233
H -5.054 4.497 1.937
H -3.064 3.809 2.732
H -2.411 2.297 2.012
C -0.701 -1.765 0.611
C -0.725 -0.688 -0.490
C 0.539 0.132 -0.526
O 0.483 1.032 0.545
C 1.737 1.171 1.178
N -0.915 -1.381 -1.788
H 0.327 -1.974 0.898
H -1.104 -2.707 0.236
H -1.319 -1.433 1.447
H -1.554 0.014 -0.340
H 0.552 0.665 -1.495
H 1.477 -0.436 -0.589
H 1.774 2.012 1.863
H 2.608 1.309 0.527
H 1.872 0.265 1.786
H -1.849 -1.792 -1.834
H -1.047 -0.638 -2.485
C 0.081 4.727 0.536
C -0.614 6.082 0.663
C -1.403 6.451 -0.586
O -0.523 6.925 -1.574
C -1.204 7.448 -2.712
N -1.462 5.987 1.865
H 0.513 4.302 1.433
H 0.793 4.770 -0.294
H -0.667 4.003 0.181
H 0.125 6.867 0.845
H -2.119 7.231 -0.253
H -2.064 5.647 -0.955
H -0.588 8.167 -3.267
H -2.071 8.068 -2.451
H -1.398 6.609 -3.393
H -1.995 6.835 2.073
H -2.216 5.297 1.792
C -4.318 -0.923 6.402
C -4.532 -0.073 5.140
C -3.407 -0.189 4.117
O -2.191 0.118 4.805
C -1.717 1.423 4.554
N -5.789 -0.450 4.432
H -5.160 -0.626 7.026
H -3.394 -0.623 6.898
H -4.244 -1.976 6.133
H -4.610 0.993 5.382
H -3.512 0.411 3.214
H -3.356 -1.251 3.837
H -2.373 2.208 4.946
H -1.332 1.620 3.562
H -0.848 1.477 5.220
H -5.736 -1.475 4.372
H -6.615 -0.339 5.020
C 0.528 -4.746 4.221
C 1.692 -3.963 3.567
C 2.325 -4.714 2.433
O 2.775 -5.943 2.889
C 3.646 -6.520 1.985
N 1.271 -2.601 3.149
H 0.121 -4.211 5.075
H 0.868 -5.757 4.435
H -0.263 -4.781 3.456
H 2.365 -3.839 4.428
H 3.115 -4.070 2.029
H 1.550 -4.872 1.669
H 3.234 -6.585 0.967
H 4.142 -7.424 2.312
H 4.479 -5.815 1.782
H 1.027 -2.154 4.037
H 0.360 -2.779 2.719
C 8.814 2.223 -1.474
C 8.536 3.261 -0.390
C 7.289 2.971 0.433
O 6.174 3.285 -0.364
C 4.949 3.068 0.300
N 9.774 3.294 0.470
H 9.728 2.430 -2.020
H 7.979 2.266 -2.178
H 8.871 1.253 -0.977
H 8.390 4.291 -0.737
H 7.265 3.557 1.362
H 7.268 1.896 0.686
H 4.145 3.248 -0.413
H 4.738 3.696 1.178
H 4.925 2.014 0.619
H 10.057 2.335 0.674
H 9.486 3.670 1.378
C -1.105 -6.103 0.314
C -1.968 -7.106 -0.452
C -2.684 -6.485 -1.645
O -3.642 -5.468 -1.288
C -4.919 -6.026 -1.034
N -1.243 -8.352 -0.812
H -1.645 -5.773 1.203
H -0.946 -5.204 -0.283
H -0.209 -6.593 0.695
H -2.797 -7.360 0.225
H -3.130 -7.203 -2.346
H -1.979 -5.874 -2.236
H -5.379 -6.444 -1.940
H -5.579 -5.259 -0.645
H -4.799 -6.874 -0.354
H -0.357 -7.977 -1.175
H -1.682 -8.763 -1.636
C 0.482 3.009 -3.544
C -0.173 2.331 -4.732
C 0.823 2.180 -5.857
O 0.221 1.966 -7.099
C 1.110 1.622 -8.114
N -0.760 1.054 -4.246
H -0.181 3.084 -2.690
H 0.769 4.040 -3.803
H 1.457 2.584 -3.281
H -0.968 2.987 -5.100
H 1.677 1.510 -5.673
H 1.354 3.158 -5.882
H 1.442 0.591 -7.976
H 1.976 2.294 -8.231
H 0.587 1.799 -9.056
H 0.017 0.351 -4.215
H -1.324 0.609 -4.982
O -2.900 -3.085 -3.193
H -2.454 -3.567 -3.901
H -3.218 -3.778 -2.585
O -2.928 1.077 -2.408
H -2.089 1.108 -2.978
H -2.899 1.863 -1.797
O -4.971 0.314 0.260
H -4.171 0.109 -0.244
H -5.373 -0.547 0.431
O 3.802 -1.258 3.048
H 3.850 -2.198 3.248
H 2.874 -1.123 2.806
O -4.797 -1.011 -2.499
H -4.488 -1.759 -3.028
H -3.990 -0.475 -2.305
O -0.637 4.246 4.039
H -0.326 4.824 4.747
H -1.024 4.862 3.361
```

Calculated values
HOMO level ... -9.22 eV
LUMO energy ... 0.011 Ha
Frontier orbital gap ... 9.5196 eV
Molecular weight ... 852.17 u



Look up the HOMO level of the first one. -10.10 eV



Which formula does entry 2 have? C30H97N11O15